Record 1
Below is a gas-phase ion, C10H19F4N3O6PS (charge +1) at a distorted geometry, with properties calculated with ωB97M-V/def2-TZVPD.

Structure (XYZ):
```
44
Properties=species:S:1:pos:R:3:forces:R:3
C 2.094 2.330 1.705 -0.5 0.7 0.5
C 2.106 1.661 0.254 0.6 1.0 0.3
C 2.226 0.077 0.211 0.5 0.4 -1.5
F 2.564 -0.556 1.447 -0.7 0.9 -1.4
C 0.941 -0.698 -0.367 2.0 -1.7 -1.1
C 1.526 -2.087 -0.996 -0.4 -0.8 0.2
P 2.343 -1.844 -2.674 2.7 2.5 -3.6
O 2.688 -0.396 -3.018 -1.3 -2.8 1.5
O 1.391 -2.434 -3.980 0.7 0.7 2.6
O 3.810 -2.728 -2.776 -3.4 0.8 -0.1
N 0.055 -1.046 0.795 -2.8 1.1 -0.4
C -1.317 -0.612 0.424 0.2 -1.7 -1.2
N -2.020 0.262 1.122 1.8 -0.8 -0.1
C -1.394 0.851 2.354 1.8 1.3 1.8
C -1.197 -0.176 3.565 0.9 -0.3 0.1
S -3.617 0.817 0.669 -8.4 -0.6 2.3
O -4.545 -0.268 0.247 3.9 2.2 0.0
O -4.299 1.579 1.775 4.0 -1.4 -2.8
C -3.319 2.090 -0.700 0.8 2.9 -2.1
F -3.415 1.515 -1.971 0.4 1.3 3.3
F -2.039 2.665 -0.490 -2.7 -1.7 -0.6
F -4.225 3.147 -0.597 2.1 -3.2 -0.1
N -1.846 -1.208 -0.835 1.5 0.9 1.9
C -0.898 -0.720 -1.894 -0.8 0.8 -2.4
O 0.234 0.011 -1.392 -0.6 -0.9 1.5
H 2.882 3.159 1.808 -1.1 -1.3 -0.3
H 1.081 2.851 1.883 1.5 -0.7 -0.2
H 2.248 1.624 2.579 -0.1 0.6 -1.2
H 3.022 2.087 -0.296 -1.4 -0.9 0.7
H 1.205 2.086 -0.317 1.2 -1.1 0.7
H 3.085 -0.170 -0.515 -1.3 0.4 1.2
H 2.290 -2.539 -0.281 -1.0 0.6 -0.9
H 0.678 -2.845 -1.138 1.2 0.9 0.2
H 0.858 -1.679 -4.324 0.8 -0.5 0.2
H 4.065 -2.645 -3.729 -0.1 -0.1 0.9
H 0.040 -2.073 0.961 0.0 0.9 0.0
H -0.343 1.199 2.039 -1.7 -0.6 0.2
H -1.917 1.803 2.722 0.2 -1.6 -1.0
H -1.297 -1.270 3.225 -0.1 1.7 0.6
H -1.823 0.052 4.486 0.5 -0.4 -1.5
H -0.101 -0.080 3.905 -1.7 -0.1 -0.6
H -1.696 -2.233 -0.744 -0.3 0.8 0.1
H -0.636 -1.582 -2.601 -0.2 1.0 1.3
H -1.492 0.025 -2.539 1.2 -0.9 1.1
```
Positions in Å, forces in eV/Å.

Properties
**DFT total energy**: -2146.7757 hartree
**Max |F|**: 8.740 eV Å⁻¹
**Net charge**: +1

Partial atomic charges computed with the Löwdin method, in multiples of e: atom 1 (C): -0.11, atom 2 (C): -0.15, atom 3 (C): -0.20, atom 4 (F): -0.03, atom 5 (C): -0.40, atom 6 (C): -0.12, atom 7 (P): 0.66, atom 8 (O): -0.31, atom 9 (O): -0.19, atom 10 (O): -0.17, atom 11 (N): 0.15, atom 12 (C): -0.16, atom 13 (N): -0.05, atom 14 (C): -0.17, atom 15 (C): -0.05, atom 16 (S): 0.88, atom 17 (O): -0.24, atom 18 (O): -0.25, atom 19 (C): -0.44, atom 20 (F): 0.11, atom 21 (F): 0.08, atom 22 (F): 0.13, atom 23 (N): 0.10, atom 24 (C): -0.16, atom 25 (O): -0.07, atom 26 (H): 0.09, atom 27 (H): 0.07, atom 28 (H): 0.07, atom 29 (H): 0.13, atom 30 (H): 0.12, atom 31 (H): 0.15, atom 32 (H): 0.13, atom 33 (H): 0.11, atom 34 (H): 0.08, atom 35 (H): 0.09, atom 36 (H): 0.16, atom 37 (H): 0.11, atom 38 (H): 0.15, atom 39 (H): 0.09, atom 40 (H): 0.10, atom 41 (H): 0.10, atom 42 (H): 0.15, atom 43 (H): 0.14, atom 44 (H): 0.15

=====

Record 2
Below is 3 unconnected molecules or ions with the total composition C10H19FNO6S2 at a distorted geometry, with properties calculated with ωB97M-V/def2-TZVPD.

Structure (XYZ):
```
39
Properties=species:S:1:pos:R:3:forces:R:3
O 2.305 2.490 -1.542 -0.3 0.2 0.5
C 1.919 1.329 -1.303 0.1 -0.3 -1.4
O 1.781 0.420 -2.181 -0.1 0.4 1.6
C 1.642 1.003 0.232 0.3 -1.4 0.2
N 2.988 1.068 0.867 -0.8 2.0 -1.9
F 2.885 0.748 2.225 0.1 -1.1 0.7
H 0.919 1.708 0.700 0.8 -0.2 -0.4
H 1.238 -0.039 0.370 0.2 0.9 -0.4
H 3.612 0.426 0.371 -0.3 -0.4 0.9
C -1.117 2.122 -5.190 -0.1 -0.1 0.0
C -2.644 2.279 -5.187 0.0 0.0 -0.1
C -3.168 1.627 -3.903 -0.4 0.1 -0.5
S -1.838 1.756 -2.704 0.6 0.2 0.2
O -1.383 0.429 -2.394 -0.4 0.0 0.2
O -2.213 2.702 -1.679 -0.1 -0.3 0.1
C -0.653 2.520 -3.793 0.3 0.1 -0.4
H -0.648 2.738 -5.957 0.0 0.0 0.0
H -0.855 1.078 -5.386 0.1 0.1 0.0
H -2.900 3.342 -5.193 0.0 0.0 0.0
H -3.099 1.827 -6.072 0.0 0.0 0.0
H -4.050 2.139 -3.520 0.1 -0.1 0.1
H -3.388 0.570 -4.050 0.1 0.0 0.1
H 0.353 2.167 -3.553 -0.1 -0.1 0.3
H -0.717 3.600 -3.649 0.0 -0.1 0.1
C 1.267 -2.373 5.240 -0.1 -0.1 0.1
C 1.311 -3.711 4.494 0.1 0.0 0.0
C 0.036 -3.807 3.651 0.2 -0.5 0.2
S -0.442 -2.119 3.273 0.3 0.3 -0.3
O -1.700 -1.842 3.925 0.0 -0.1 -0.2
O -0.230 -1.870 1.871 -0.4 -0.1 0.2
C 0.860 -1.334 4.202 0.4 0.1 0.3
H 2.229 -2.131 5.694 0.0 0.0 0.0
H 0.518 -2.419 6.037 0.0 0.0 0.0
H 2.187 -3.734 3.841 0.0 0.0 0.0
H 1.393 -4.554 5.182 0.0 0.0 0.0
H 0.207 -4.349 2.722 -0.2 0.1 0.0
H -0.778 -4.272 4.207 0.0 0.1 -0.1
H 0.494 -0.408 4.642 -0.1 0.0 -0.2
H 1.678 -1.125 3.511 -0.1 0.1 0.0
```
Positions in Å, forces in eV/Å.

Properties
**DFT total energy**: -1794.8312 hartree
**Max |F|**: 2.904 eV Å⁻¹
**Net charge**: -1

Partial atomic charges computed with the Löwdin method, in multiples of e: atom 1 (O): -0.08, atom 2 (C): -0.73, atom 3 (O): -0.11, atom 4 (C): -0.13, atom 5 (N): -0.05, atom 6 (F): -0.14, atom 7 (H): 0.11, atom 8 (H): 0.10, atom 9 (H): 0.11, atom 10 (C): -0.22, atom 11 (C): -0.23, atom 12 (C): -0.24, atom 13 (S): 0.65, atom 14 (O): -0.30, atom 15 (O): -0.34, atom 16 (C): -0.22, atom 17 (H): 0.11, atom 18 (H): 0.12, atom 19 (H): 0.11, atom 20 (H): 0.10, atom 21 (H): 0.09, atom 22 (H): 0.10, atom 23 (H): 0.10, atom 24 (H): 0.11, atom 25 (C): -0.23, atom 26 (C): -0.22, atom 27 (C): -0.23, atom 28 (S): 0.66, atom 29 (O): -0.33, atom 30 (O): -0.31, atom 31 (C): -0.23, atom 32 (H): 0.11, atom 33 (H): 0.12, atom 34 (H): 0.12, atom 35 (H): 0.11, atom 36 (H): 0.10, atom 37 (H): 0.10, atom 38 (H): 0.11, atom 39 (H): 0.10

=====

Record 3
Below is C10H19N2OP in the gas phase at a distorted geometry, with properties calculated with ωB97M-V/def2-TZVPD.

Structure (XYZ):
```
33
Properties=species:S:1:pos:R:3:forces:R:3
C 1.927 -1.534 0.027 1.6 -4.0 0.3
C 1.995 0.500 -1.390 -3.3 1.4 -0.9
C 1.921 0.611 1.190 1.7 0.1 -0.8
C -0.136 -0.882 -1.208 -0.6 -2.9 -0.2
C -0.049 -0.847 1.354 0.1 -2.7 -0.5
C -0.120 1.217 -0.044 -0.5 3.3 -0.2
C 1.396 -0.873 -1.268 0.2 -0.6 1.3
C 1.475 -0.819 1.292 0.1 -0.9 1.2
C 1.435 1.248 -0.137 -0.2 0.4 0.7
C -0.544 -0.214 0.112 -4.5 0.8 -2.7
N -2.943 1.023 -1.316 0.1 -0.1 1.4
N -3.289 0.981 1.326 2.7 -0.1 0.4
O -3.614 -1.255 -0.075 0.5 0.2 0.0
P -2.793 -0.018 0.022 1.6 0.0 0.5
H 1.580 -2.701 0.186 0.5 2.7 -0.9
H 3.091 -1.680 -0.096 -2.0 0.7 0.6
H 3.049 0.549 -1.422 1.3 -0.3 0.3
H 1.674 1.036 -2.441 0.4 -1.1 2.6
H 1.857 1.090 2.138 -1.5 1.2 0.6
H 2.985 0.736 1.138 1.2 -0.9 -0.3
H -0.515 -0.425 -2.151 -0.1 0.0 0.9
H -0.510 -2.017 -1.205 0.8 2.3 -0.1
H -0.409 -1.897 1.667 0.4 1.1 -1.5
H -0.350 -0.348 2.204 -0.7 1.9 1.8
H -0.602 1.806 0.837 1.5 -0.6 -1.1
H -0.534 1.799 -0.963 0.3 -1.6 1.4
H 1.764 -1.407 -2.081 0.3 -1.5 -1.5
H 1.695 -1.336 2.304 0.8 0.8 -1.8
H 1.938 2.188 -0.295 -0.7 1.1 0.7
H -2.647 0.434 -2.063 -0.3 0.0 -1.2
H -3.874 1.435 -1.423 0.5 -0.4 -0.2
H -4.197 0.727 1.615 -1.3 -0.5 0.4
H -2.657 0.874 2.162 -0.9 0.3 -1.3
```
Positions in Å, forces in eV/Å.

Properties
**Max |F|**: 5.247 eV Å⁻¹
**Relative energy (zero: lowest compared OMol25 entry of this formula, charge and spin)**: 0.00 kcal/mol

Partial atomic charges computed with the Löwdin method, in multiples of e: atom 1 (C): -0.13, atom 2 (C): -0.12, atom 3 (C): -0.14, atom 4 (C): -0.14, atom 5 (C): -0.17, atom 6 (C): -0.17, atom 7 (C): -0.34, atom 8 (C): -0.32, atom 9 (C): -0.26, atom 10 (C): -0.37, atom 11 (N): -0.09, atom 12 (N): -0.10, atom 13 (O): -0.38, atom 14 (P): 0.60, atom 15 (H): 0.16, atom 16 (H): 0.15, atom 17 (H): 0.09, atom 18 (H): 0.17, atom 19 (H): 0.11, atom 20 (H): 0.11, atom 21 (H): 0.12, atom 22 (H): 0.16, atom 23 (H): 0.16, atom 24 (H): 0.08, atom 25 (H): 0.14, atom 26 (H): 0.13, atom 27 (H): 0.11, atom 28 (H): 0.17, atom 29 (H): 0.12, atom 30 (H): 0.02, atom 31 (H): 0.06, atom 32 (H): 0.01, atom 33 (H): 0.06

=====

Record 4
Below is C10H19N3O5 in the gas phase at a distorted geometry, with properties calculated with ωB97M-V/def2-TZVPD.

Structure (XYZ):
```
37
Properties=species:S:1:pos:R:3:forces:R:3
C 0.212 -0.042 -0.233 -0.6 -0.7 -0.3
C -0.238 0.737 1.011 -0.3 -0.5 -0.1
C -0.284 0.661 -1.486 0.6 0.4 -0.7
C 0.192 0.054 -2.847 0.6 0.5 0.8
C 0.214 1.120 -3.955 -0.7 -0.8 -0.1
C -1.231 1.312 -4.446 0.2 -0.5 -0.2
C 0.667 -1.026 2.566 0.3 0.0 0.1
C -0.352 -2.038 3.105 0.0 0.8 -0.4
C 1.792 -0.910 3.599 -0.9 0.0 -0.2
C 1.315 -0.241 4.866 1.1 -0.9 -0.7
H -0.133 -1.982 -0.903 -0.5 0.1 0.0
H -1.339 -1.368 0.147 0.0 -0.2 -0.4
H 1.313 -0.115 -0.253 -0.3 -0.1 0.0
H -1.375 0.698 -1.486 0.0 0.0 0.2
H 0.040 1.706 -1.422 0.0 -0.1 -0.1
H -0.472 -0.767 -3.104 0.0 -0.1 -0.2
H 1.208 -0.364 -2.806 -0.1 0.0 0.5
H 0.662 2.032 -3.554 -0.2 0.1 -0.1
H 0.861 0.796 -4.773 -0.2 -0.1 -0.1
H -1.715 0.321 -4.578 0.4 0.4 0.4
H -1.769 1.829 -3.642 -0.2 0.2 -0.2
H -0.872 2.838 -5.783 -0.1 -0.4 0.0
H -2.295 2.104 -5.993 0.2 -0.1 0.0
H -0.359 0.687 3.041 0.0 0.2 -0.5
H 1.003 -1.462 1.629 0.3 -0.2 0.2
H 2.606 -0.311 3.251 0.5 0.4 -0.5
H 2.189 -1.891 3.819 0.1 -0.2 0.2
H 2.002 0.237 6.539 0.2 -0.1 -0.2
H -2.200 -2.400 3.127 0.6 0.9 -0.3
N -0.362 -1.396 -0.111 0.9 0.1 0.4
N -1.319 1.915 -5.773 0.0 1.0 0.0
N 0.092 0.254 2.237 0.1 -0.1 0.8
O -0.957 1.703 0.902 -0.1 0.7 0.0
O -0.040 -3.024 3.712 -0.3 -0.2 0.0
O 0.228 0.202 5.073 -0.9 0.3 0.3
O 2.330 -0.197 5.730 0.0 0.4 0.9
O -1.612 -1.671 2.796 -0.6 -1.4 0.6
```
Positions in Å, forces in eV/Å.

Properties
**Max |F|**: 1.614 eV Å⁻¹
**Relative energy (zero: lowest compared OMol25 entry of this formula, charge and spin)**: 12.74 kcal/mol

Partial atomic charges computed with the Löwdin method, in multiples of e: atom 1 (C): -0.30, atom 2 (C): -0.44, atom 3 (C): -0.17, atom 4 (C): -0.21, atom 5 (C): -0.21, atom 6 (C): -0.31, atom 7 (C): -0.22, atom 8 (C): -0.48, atom 9 (C): -0.03, atom 10 (C): -0.53, atom 11 (H): 0.08, atom 12 (H): 0.09, atom 13 (H): 0.15, atom 14 (H): 0.12, atom 15 (H): 0.12, atom 16 (H): 0.10, atom 17 (H): 0.11, atom 18 (H): 0.11, atom 19 (H): 0.11, atom 20 (H): 0.12, atom 21 (H): 0.11, atom 22 (H): 0.07, atom 23 (H): 0.06, atom 24 (H): 0.14, atom 25 (H): 0.14, atom 26 (H): 0.13, atom 27 (H): 0.13, atom 28 (H): 0.14, atom 29 (H): 0.16, atom 30 (N): 0.06, atom 31 (N): -0.02, atom 32 (N): 0.12, atom 33 (O): 0.08, atom 34 (O): 0.13, atom 35 (O): 0.14, atom 36 (O): 0.12, atom 37 (O): 0.11